(1)
{"formula": "C6H14N2O2", "method": "the ωB97M-V functional and the def2-TZVPD basis", "elements": ["C", "O", "H", "H", "H", "C", "H", "H", "C", "C", "H", "H", "H", "C", "H", "H", "N", "H", "N", "C", "H", "H", "H", "O"], "coordinates": [[0.04011, -0.05649, 3.46685], [1.89030, -1.43341, 2.00591], [0.94168, -0.30859, 4.05013], [1.39118, -0.24847, 0.34034], [0.89952, 2.21946, 1.65795], [-1.74426, -0.49115, -2.56928], [-0.62251, -0.93799, 3.44478], [-2.18465, 0.50953, -2.71518], [-0.07338, -0.74638, -0.70004], [1.34550, -0.49692, 1.42840], [1.03285, -0.66056, -0.57132], [0.60181, 1.10106, -3.14996], [1.55555, -0.25958, -2.48039], [0.60099, 0.01450, -2.96028], [-0.08572, 1.41202, 0.39833], [-0.48814, 0.76808, 3.97445], [0.51379, 0.27614, 2.07495], [-2.37659, -1.05414, -1.86231], [-0.40438, -0.41301, -1.98066], [0.08123, 1.50036, 1.48504], [-1.74276, -1.01944, -3.53754], [0.52958, -0.51137, -3.92721], [-0.83755, 1.89413, 1.95128], [-0.86406, -1.05776, 0.17575]], "forces_ev_per_a": [[1.021, -0.345, -0.621], [0.311, -0.228, -1.131], [-0.498, -0.005, -0.103], [1.958, 0.857, 3.231], [-0.523, 0.346, -0.282], [-0.516, -0.269, 1.099], [0.307, 0.309, -0.125], [0.207, -0.291, 0.043], [-1.837, -0.598, -2.215], [1.243, -1.203, 1.854], [-1.589, -1.115, -2.097], [-0.201, -0.347, 0.127], [0.011, 0.311, -0.597], [0.856, -0.291, 1.075], [0.012, 0.050, 0.435], [0.331, -0.113, -0.698], [-2.296, 1.271, 2.410], [0.131, 0.297, -0.342], [-0.415, 0.260, -1.733], [0.194, 1.167, -0.142], [0.260, 0.187, 0.412], [-0.182, 0.047, 0.526], [0.374, -0.341, -0.258], [0.841, 0.044, -0.867]], "lumo_energy_ev": 0.608, "de_lowest_kj_mol": 341.2, "smiles": "CN(C)C=O.CN(C)C=O"}

=====

(2)
{"formula": "C6H14N2O2", "method": "the ωB97M-V functional and the def2-TZVPD basis", "elements": ["N", "C", "H", "H", "H", "O", "H", "H", "C", "C", "H", "H", "H", "N", "C", "H", "H", "H", "C", "O", "H", "C", "H", "H"], "coordinates": [[2.52880, 0.58718, 0.07624], [-4.78529, 0.63049, -0.88559], [2.64342, 2.51779, 1.07044], [-4.67612, -0.23911, 1.22753], [3.36906, -2.16737, -1.36570], [-2.05094, -0.19872, -0.82539], [1.40791, 0.46017, 0.25430], [-5.57313, 1.45594, -0.71766], [-2.10663, -0.59539, 1.45451], [3.46122, -0.33664, -0.15081], [-1.34277, 0.05305, 1.47987], [-2.93108, -0.48844, 2.36626], [2.79382, 2.42985, -0.59618], [-4.22570, 0.00876, 0.29543], [2.81900, -1.68316, -0.48147], [-4.05680, 1.06652, -1.51044], [-5.17482, -0.20354, -1.45742], [-2.16325, -1.76015, 1.33113], [-2.88717, -0.25733, 0.18863], [4.69881, -0.17289, -0.04968], [1.81807, -1.66098, -0.83824], [3.09646, 1.84212, 0.25165], [4.14772, 1.95308, 0.36309], [2.84780, -2.21606, 0.53035]], "forces_ev_per_a": [[-2.775, -0.264, 1.412], [-3.027, -0.009, 0.282], [0.453, -1.508, -0.565], [0.635, 0.923, -2.244], [-0.295, 0.304, 1.877], [-4.618, 0.274, 2.853], [4.278, -0.021, -1.003], [1.077, -1.601, 0.179], [-8.275, -4.401, 1.224], [0.855, -2.632, -0.340], [3.248, 1.351, 0.534], [2.536, 0.153, -1.708], [0.279, 0.599, -0.809], [1.992, 0.053, 0.702], [2.097, -1.127, 0.156], [1.348, 0.417, -0.195], [-0.744, 0.286, -0.530], [1.740, 2.059, 0.585], [4.145, 0.508, -1.635], [-2.575, -0.198, -0.460], [-1.051, 0.545, 0.080], [-2.169, 5.127, 1.311], [0.697, -0.833, 0.038], [0.149, -0.005, -1.742]], "lumo_energy_ev": 0.438, "de_lowest_kj_mol": 370.3, "smiles": "CNC(C)=O.CNC(C)=O"}

=====

(3)
{"formula": "C6H14N2O2", "method": "the ωB97M-V functional and the def2-TZVPD basis", "elements": ["H", "C", "H", "O", "H", "C", "C", "H", "H", "H", "H", "H", "O", "H", "C", "H", "C", "N", "H", "H", "N", "H", "C", "H"], "coordinates": [[-0.76893, 0.27111, -0.70827], [1.48692, -0.46949, 1.34759], [2.47361, -2.14058, 1.91836], [0.47827, -0.01978, 0.79770], [-0.93544, 2.56739, 0.04795], [-0.80910, 2.81172, -0.99970], [-2.27966, -0.53384, -1.86880], [0.92305, -3.08629, -0.01505], [-1.79038, -1.49795, -1.77220], [-1.33289, 3.77882, -1.05160], [1.99361, 0.93257, 2.81619], [0.77081, -3.64551, 1.61773], [-2.27221, 2.10256, -2.78514], [-2.75199, -0.33846, -2.82321], [0.66122, -2.76648, 0.98807], [-0.31471, -2.29454, 0.96582], [2.51979, 0.34646, 2.06590], [-1.39104, 0.49923, -1.49087], [3.03836, 1.05321, 1.41944], [3.24640, -0.29743, 2.55255], [1.62834, -1.80465, 1.49077], [0.12660, 3.20095, -1.40659], [-1.51892, 1.83178, -1.87776], [-3.18172, -0.50081, -1.22888]], "forces_ev_per_a": [[0.708, 0.055, 0.472], [-0.383, -1.110, 0.509], [-0.057, -0.097, 0.024], [-0.208, 0.692, -0.737], [1.049, -0.434, 0.164], [-0.975, 1.745, -0.329], [-0.498, 0.100, -0.269], [-0.007, 0.039, -0.341], [-0.076, -0.052, 0.021], [-0.577, -0.443, -0.331], [0.020, 0.025, 0.119], [-0.653, -0.019, 0.092], [0.153, -0.455, -0.055], [0.353, 0.083, -0.556], [0.907, 0.047, 0.019], [-0.148, -0.294, 0.331], [-0.039, 0.285, -0.129], [-0.319, -1.047, 0.450], [-0.094, -0.101, -0.148], [0.087, 0.102, 0.060], [0.157, 0.511, -0.279], [0.567, -1.035, 0.480], [-0.249, 1.474, -0.021], [0.283, -0.073, 0.455]], "lumo_energy_ev": [-3.003, -8.275], "spin_multiplicity": 2, "de_lowest_kj_mol": 49.4, "charge": 1}

=====

(4)
{"formula": "C6H14N2O2S", "method": "the ωB97M-V functional and the def2-TZVPD basis", "elements": ["C", "O", "H", "H", "O", "C", "H", "C", "S", "H", "H", "H", "C", "N", "H", "N", "H", "H", "H", "H", "C", "H", "H", "H", "C"], "coordinates": [[-1.88489, -0.20123, 0.39751], [0.87074, -1.68789, 1.48530], [3.11702, -0.91522, -0.03967], [2.47604, -1.37154, -1.66390], [3.82209, 0.61394, 0.62245], [2.53386, -1.65374, -0.61858], [2.93420, -2.65490, -0.49055], [-2.51574, -0.55170, -0.94583], [0.83650, -1.61211, 0.02976], [-1.79787, -1.06808, -1.58193], [-2.35485, 0.91838, 2.18913], [-3.38219, -1.19442, -0.79680], [-0.55220, 0.56285, 0.19463], [0.35106, -0.20600, -0.57599], [-1.64298, -1.12718, 0.93069], [2.15269, 1.28148, -0.77534], [-0.75087, 1.49824, -0.33520], [3.56624, 2.50107, 0.00039], [-0.13647, 0.77419, 1.19013], [1.69660, 2.07368, -1.19893], [3.18765, 1.44146, -0.01310], [-2.84007, 0.35224, -1.46168], [-3.12971, 1.53686, 0.72208], [-3.72626, 0.05739, 1.48268], [-2.83059, 0.63222, 1.25273]], "forces_ev_per_a": [[-0.081, 0.044, -0.182], [0.029, -0.304, 0.280], [-0.300, -0.048, 0.073], [-0.022, -0.008, -0.109], [0.151, -0.165, 0.400], [-0.385, -0.111, -0.128], [-0.187, -0.155, 0.025], [0.105, -0.071, 0.135], [0.678, 0.701, 0.060], [-0.116, -0.055, -0.074], [-0.035, 0.038, 0.095], [-0.062, -0.008, -0.058], [-0.655, 0.297, 0.914], [1.813, -0.129, -1.117], [-0.042, 0.102, 0.021], [-1.998, -0.911, -0.960], [0.027, -0.055, 0.027], [-0.184, -0.240, -0.180], [-0.050, 0.050, -0.127], [-0.071, 0.145, 0.173], [1.320, 0.857, 0.809], [-0.034, 0.058, -0.056], [-0.028, 0.058, -0.003], [-0.070, 0.023, 0.019], [0.198, -0.113, -0.038]], "lumo_energy_ev": [-1.824, -2.141], "de_lowest_kj_mol": 402.8}